61
Properties=species:S:1:pos:R:3:nbo_charge:R:1 method="wB97M-V/def2-TZVPD" multiplicity=1 energy_ev=-163848.834 max_force_ev_per_a=1.95 charge=-2 de_lowest_ev=2.449
Rh -0.4301 0.6212 1.1705 0.709
N -0.0857 -3.4872 -0.6460 -0.750
C 0.1810 -3.9441 0.8172 -0.607
C 0.6490 -5.3855 0.9512 -0.649
P -1.5422 -3.6572 1.4823 2.356
O -2.2613 -4.8003 0.4850 -1.061
O -1.8019 -4.0798 2.8692 -1.113
O -1.8513 -2.3311 0.8427 -1.146
P 1.5410 -2.7418 1.3400 2.382
O 2.6293 -3.2798 0.1730 -1.065
O 2.1374 -3.0675 2.6479 -1.119
O 1.1789 -1.3734 0.8413 -1.194
H -0.5396 -4.2177 -1.1864 0.414
H 0.7569 -3.1310 -1.0879 0.433
H -0.7971 -2.7071 -0.4585 0.502
H -0.1107 -6.0800 0.5875 0.212
H 0.8135 -5.5788 2.0142 0.260
H 1.5900 -5.5535 0.4244 0.205
H -2.8826 -5.2733 1.0678 0.498
H 3.3729 -3.6334 0.6950 0.498
S -2.8574 1.8634 5.0930 -0.788
As -0.9510 1.6740 4.1811 0.977
S -0.4905 -0.2816 3.3282 -0.444
S -0.9311 2.7102 2.2400 -0.491
S 0.5860 2.4416 5.4377 -0.810
C -2.6089 3.0522 -0.7097 -0.638
C -2.8103 1.5332 -0.6602 0.249
C -3.3344 1.0955 -2.0285 -0.608
C -3.8484 1.1956 0.4181 -0.650
O -1.6251 0.8197 -0.4525 -0.834
H -3.5541 3.5678 -0.9255 0.187
H -1.8803 3.3050 -1.4948 0.177
H -2.2238 3.4069 0.2425 0.238
H -4.2557 1.6323 -2.2822 0.184
H -3.5320 0.0178 -2.0236 0.207
H -2.5765 1.3064 -2.7934 0.188
H -4.8366 1.6097 0.1775 0.177
H -3.5228 1.5938 1.3847 0.244
H -3.9164 0.1073 0.5090 0.223
C 0.9716 4.1181 -0.2434 -0.618
C 2.0461 3.0315 -0.1898 -0.733
P 1.4060 1.3158 -0.1616 1.198
C 2.9441 0.3209 -0.2573 -0.734
C 4.1841 0.9820 -0.8593 -0.612
C 0.7389 1.1581 -1.8621 -0.755
C 1.6566 1.4247 -3.0538 -0.612
H 1.4300 5.1079 -0.1694 0.196
H 0.2713 4.0090 0.5783 0.258
H 0.4031 4.0726 -1.1795 0.195
H 2.6373 3.1424 0.7254 0.239
H 2.7181 3.1235 -1.0431 0.209
H 2.6716 -0.5819 -0.8024 0.249
H 3.1610 -0.0099 0.7585 0.264
H 4.0233 1.3428 -1.8751 0.196
H 4.9899 0.2461 -0.8899 0.205
H 4.5279 1.8215 -0.2511 0.204
H -0.1368 1.8037 -1.8758 0.267
H 0.3290 0.1461 -1.9041 0.243
H 2.1372 2.4065 -2.9934 0.193
H 1.0723 1.4030 -3.9764 0.201
H 2.4391 0.6665 -3.1465 0.194